{"formula": "C7H4Cl2NO7PtS", "method": "ωB97M-V/def2-TZVPD", "species": ["Pt", "Cl", "Cl", "S", "O", "O", "O", "O", "O", "O", "O", "N", "C", "C", "C", "C", "C", "C", "C", "H", "H", "H", "H"], "positions_angstrom": [[-1.67, -1.52, -0.73], [4.74, 3.17, 1.76], [-3.67, -0.74, -2.29], [-2.48, -4.18, 1.07], [-2.77, -1.95, -2.44], [-0.55, -0.81, 0.75], [-4.81, -1.08, -1.55], [-0.17, -0.23, -1.28], [-3.85, -3.98, 1.45], [-2.73, 0.08, -1.39], [-3.89, -0.10, -3.50], [-1.97, -3.14, 0.07], [3.08, 2.21, -0.12], [2.02, 1.44, -0.54], [1.30, 0.69, 0.39], [3.42, 2.22, 1.24], [2.70, 1.47, 2.17], [1.64, 0.70, 1.75], [0.19, -0.11, -0.06], [1.74, 1.42, -1.59], [3.65, 2.80, -0.82], [1.08, 0.12, 2.46], [2.99, 1.50, 3.21]], "mulliken_charge": [0.9264, -0.1503, 1.7478, 0.5296, -0.5685, -0.5499, -0.4292, -0.6038, -0.3241, -0.4987, -0.4575, -0.0835, -0.7273, -0.3414, 0.0175, 0.4686, -0.7250, -0.3229, 1.3530, 0.4442, 0.4295, 0.4383, 0.4271], "total_charge": 1, "energy_ev": -62254.066, "spin_multiplicity": 1, "largest_force_ev_per_a": 0.83}



{"formula": "C3H3Cl3", "method": "ωB97M-V/def2-TZVPD", "species": ["Cl", "Cl", "Cl", "C", "C", "C", "H", "H", "H"], "positions_angstrom": [[-0.38, 2.92, 0.02], [2.18, 0.97, 0.11], [-2.10, 0.48, 0.13], [-0.46, 1.08, -0.10], [0.11, -1.07, -0.05], [0.59, 0.26, -0.01], [-0.15, -1.56, 1.20], [-1.07, -1.26, -0.91], [1.30, -1.82, -0.39]], "mulliken_charge": [-0.1741, -0.1463, -0.1682, 0.1066, -0.7936, 0.4017, 0.2357, 0.2963, 0.2419], "total_charge": 0, "energy_ev": -40722.120, "spin_multiplicity": 1, "largest_force_ev_per_a": 7.90}



{"formula": "C3H7NO2", "method": "ωB97M-V/def2-TZVPD", "species": ["O", "O", "N", "C", "C", "C", "H", "H", "H", "H", "H", "H", "H"], "positions_angstrom": [[0.68, 0.71, 0.44], [-0.79, -1.22, 1.41], [-2.45, -0.31, -0.09], [-1.34, -0.60, 0.42], [2.10, 0.64, 0.49], [0.05, -0.39, 0.07], [0.61, -1.13, -0.51], [2.50, 0.51, -0.50], [-1.82, 0.46, -1.86], [2.52, 1.55, 0.90], [2.41, -0.19, 1.11], [-1.25, 0.65, -2.34], [-3.23, -0.68, 0.44]], "mulliken_charge": [-0.2716, -0.4961, -0.6970, 0.8957, -0.7216, -0.2749, 0.3936, 0.3219, -0.0952, 0.2534, 0.3594, 0.0852, 0.2473], "total_charge": 0, "energy_ev": -8806.162, "spin_multiplicity": 1, "largest_force_ev_per_a": 0.86}



{"formula": "C8H12N2", "method": "ωB97M-V/def2-TZVPD", "species": ["N", "N", "C", "C", "C", "C", "C", "C", "C", "C", "H", "H", "H", "H", "H", "H", "H", "H", "H", "H", "H", "H"], "positions_angstrom": [[-2.66, 0.40, 0.03], [-3.62, -0.26, 0.41], [-0.06, 1.22, -0.26], [-1.40, 0.36, -0.08], [-0.77, -1.09, -0.42], [1.59, -0.42, -0.89], [1.00, 0.87, -1.34], [0.58, 1.31, 1.04], [0.68, -1.10, 0.15], [0.80, -0.19, 1.42], [-4.39, 0.26, -0.02], [-1.13, -1.30, -1.42], [1.50, 1.91, 1.06], [0.01, -0.43, 2.20], [0.00, 1.76, 1.86], [1.59, 1.80, -1.35], [1.00, -2.13, 0.18], [0.42, 0.74, -2.33], [-1.23, -1.84, 0.20], [1.66, -0.40, 1.88], [2.67, -0.19, -0.73], [1.76, -1.29, -1.59]], "mulliken_charge": [0.3278, -1.0272, -0.0966, 0.4188, -0.8620, -0.8491, -0.5441, -0.7098, -0.0596, -1.0791, 0.2457, 0.4038, 0.3112, 0.3558, 0.3139, 0.4774, 0.5394, 0.2165, 0.3865, 0.5951, 0.2721, 0.3635], "total_charge": 0, "energy_ev": -11464.153, "spin_multiplicity": 3, "s_squared": 2.009, "largest_force_ev_per_a": 5.99}



{"formula": "C17H23F5GdNO2P2S", "method": "ωB97M-V/def2-TZVPD", "species": ["Gd", "S", "P", "P", "F", "F", "F", "F", "F", "O", "O", "N", "C", "C", "C", "C", "C", "C", "C", "C", "C", "C", "C", "C", "C", "C", "C", "C", "C", "H", "H", "H", "H", "H", "H", "H", "H", "H", "H", "H", "H", "H", "H", "H", "H", "H", "H", "H", "H", "H", "H", "H"], "positions_angstrom": [[-0.06, 0.26, 0.43], [0.18, 2.22, 2.32], [-2.43, 0.89, -0.83], [2.40, -1.04, 0.33], [0.58, -1.44, 6.96], [1.02, 2.89, 5.07], [-0.88, -0.72, 2.45], [-0.18, -2.43, 4.51], [1.16, 1.22, 7.25], [1.74, 3.18, -2.65], [-0.94, 4.83, -0.89], [-0.10, -1.12, -1.64], [-2.68, 2.09, -2.18], [-0.21, -0.21, 3.63], [2.56, -2.77, 0.92], [1.04, -1.68, -2.17], [-4.06, 0.93, -0.01], [2.38, -1.40, -1.51], [4.11, -0.50, 0.62], [-1.34, -2.17, -3.44], [-1.27, -1.34, -2.32], [-0.18, -2.72, -3.98], [0.74, 0.74, 6.06], [0.19, 1.13, 3.69], [1.03, -2.45, -3.34], [-0.02, -1.10, 4.67], [0.66, 1.58, 4.95], [-2.56, -0.68, -1.85], [0.42, -0.62, 5.91], [4.81, -1.32, 0.41], [-0.88, 4.60, 0.06], [-1.26, 5.75, -0.92], [3.05, -2.28, -1.63], [1.42, 3.99, -2.20], [3.55, -3.15, 0.62], [-4.86, 0.99, -0.76], [2.47, -2.78, 2.01], [-3.69, 1.95, -2.59], [2.88, -0.53, -2.00], [4.38, 0.36, -0.01], [4.22, -0.22, 1.67], [-3.14, -0.35, -2.73], [-3.18, -1.39, -1.27], [1.78, -3.41, 0.48], [-4.11, 1.81, 0.64], [-2.32, -2.34, -3.91], [2.38, 3.53, -3.31], [1.97, -2.85, -3.73], [-4.20, 0.03, 0.60], [-1.94, 1.90, -2.98], [-2.53, 3.12, -1.82], [-0.22, -3.34, -4.88]], "mulliken_charge": [0.2435, -0.2490, 0.8161, 0.7601, -0.2433, -0.2836, -0.2534, -0.2830, -0.2348, -0.5790, -0.6143, 0.2438, -1.3115, 0.4437, -1.3271, 0.6118, -1.2566, -1.1837, -1.1995, -0.8777, 0.5793, -0.5092, 0.2429, 0.4494, -0.7517, -0.0452, 0.0333, -1.1172, 0.5203, 0.4143, 0.2926, 0.3190, 0.4768, 0.3176, 0.4450, 0.4252, 0.4227, 0.4318, 0.4409, 0.3811, 0.3993, 0.5224, 0.4266, 0.3901, 0.4017, 0.4644, 0.2909, 0.4563, 0.4056, 0.3847, 0.4122, 0.4545], "total_charge": 2, "energy_ev": -87407.796, "spin_multiplicity": 8, "s_squared": 16.083, "largest_force_ev_per_a": 2.18}



{"formula": "C2H14O4S2", "method": "ωB97M-V/def2-TZVPD", "species": ["S", "S", "O", "O", "O", "O", "C", "C", "H", "H", "H", "H", "H", "H", "H", "H", "H", "H", "H", "H", "H", "H"], "positions_angstrom": [[-2.36, 2.27, -0.90], [-1.28, 1.01, -2.09], [5.49, -0.16, -0.42], [-2.25, -4.40, 3.21], [7.75, 0.28, 1.15], [-2.09, -2.14, 1.69], [0.13, 0.42, -1.18], [-3.45, 1.44, 0.24], [5.93, -0.51, -1.20], [4.88, -0.78, -0.09], [7.55, -0.09, 2.02], [6.90, 0.24, 0.68], [-2.42, -4.47, 4.14], [-3.33, 1.29, 1.32], [-1.62, -1.60, 1.05], [0.70, -0.24, -1.85], [0.87, 1.04, -0.72], [-3.03, -4.08, 2.74], [-4.33, 2.09, 0.24], [-0.19, -0.42, -0.55], [-1.45, -2.77, 2.03], [-3.75, 0.45, -0.13]], "mulliken_charge": [-0.0820, -0.0667, -0.7051, -0.6590, -0.6490, -0.6390, -0.5957, -0.8269, 0.3403, 0.3247, 0.2955, 0.3936, 0.3115, 0.3236, 0.2654, 0.2846, 0.3604, 0.3407, 0.3034, 0.0398, 0.3548, 0.2850], "total_charge": 0, "energy_ev": -32160.955, "spin_multiplicity": 1, "smiles": "CSSC.O.O.O.O", "largest_force_ev_per_a": 2.57}